(1)
Density functional theory data (the ωB97M-V functional and the def2-TZVPD basis) for a 5-piece molecular cluster, C33H51O14PS4 overall in a non-equilibrium geometry.

Results
- LUMO energy (eV) = -0.7
- SMILES = CCCCOc1c(C)c(CC=O)cc2c1C(=O)C=C(P(O)O)C2=O.O=S1(=O)CCCC1.O=S1(=O)CCCC1.O=S1(=O)CCCC1.O=S1(=O)CCCC1
- DFT total energy (eV) = -116340.3384
- orbital gap (eV) = 8.0
- HOMO (eV) = -8.7

Geometry (Å):
C1 3.426 -3.080 -4.115
C2 2.896 -4.062 -3.047
C3 2.028 -5.207 -3.616
C4 0.598 -4.799 -4.016
O1 -0.410 -5.037 -3.013
C5 -0.238 -4.142 -1.971
C6 0.283 -4.655 -0.760
C7 0.589 -6.139 -0.638
C8 0.507 -3.765 0.300
C9 1.111 -4.271 1.608
C10 0.277 -5.328 2.337
O2 -0.664 -5.057 3.033
C11 0.218 -2.404 0.170
C12 -0.291 -1.936 -1.026
C13 -0.537 -2.788 -2.121
C14 -1.104 -2.182 -3.397
O3 -1.924 -2.735 -4.080
C15 -0.564 -0.793 -3.696
C16 -0.310 0.008 -2.659
P1 0.410 1.704 -3.006
O4 2.055 1.454 -3.048
O5 -0.019 1.971 -4.568
C17 -0.583 -0.464 -1.250
O6 -1.025 0.261 -0.393
H1 2.693 -2.287 -4.332
H2 3.792 -3.568 -5.026
H3 4.290 -2.556 -3.676
H4 2.394 -3.468 -2.271
H5 3.777 -4.516 -2.563
H6 2.524 -5.537 -4.545
H7 2.066 -6.078 -2.951
H8 0.590 -3.768 -4.396
H9 0.303 -5.433 -4.865
H10 -0.161 -6.555 0.053
H11 1.589 -6.330 -0.230
H12 0.461 -6.659 -1.588
H13 1.382 -3.432 2.262
H14 2.071 -4.753 1.348
H15 0.601 -6.389 2.239
H16 0.392 -1.702 0.993
H17 -0.371 -0.524 -4.734
H18 2.281 0.683 -3.593
H19 0.514 1.405 -5.152
O7 -3.360 0.154 -4.069
S1 -3.305 1.398 -4.802
O8 -2.060 2.109 -4.998
C18 -4.104 1.160 -6.386
C19 -5.570 1.485 -6.121
C20 -5.568 2.740 -5.237
C21 -4.536 2.516 -4.128
H20 -3.943 0.140 -6.731
H21 -3.664 1.868 -7.087
H22 -6.118 1.644 -7.049
H23 -6.044 0.658 -5.586
H24 -5.282 3.607 -5.835
H25 -6.553 2.943 -4.822
H26 -4.055 3.443 -3.837
H27 -4.983 2.038 -3.256
O9 3.499 -0.257 4.492
S2 2.664 0.083 3.366
O10 2.979 -0.341 2.025
C22 0.980 -0.388 3.748
C23 0.393 0.836 4.441
C24 0.879 2.046 3.633
C25 2.379 1.856 3.377
H28 0.980 -1.280 4.372
H29 0.469 -0.588 2.807
H30 -0.694 0.787 4.483
H31 0.769 0.901 5.465
H32 0.344 2.086 2.681
H33 0.686 2.983 4.155
H34 2.683 2.271 2.419
H35 2.980 2.287 4.176
O11 5.395 2.564 9.558
S3 5.794 1.186 9.696
O12 6.073 0.602 10.983
C26 4.610 0.162 8.830
C27 5.148 0.082 7.405
C28 6.660 -0.128 7.541
C29 7.171 0.872 8.586
H36 3.621 0.610 8.894
H37 4.610 -0.819 9.306
H38 4.676 -0.722 6.844
H39 4.951 1.019 6.878
H40 6.856 -1.147 7.881
H41 7.173 0.003 6.589
H42 8.005 0.472 9.158
H43 7.455 1.819 8.129
O13 -4.112 7.100 -2.811
S4 -4.996 6.006 -2.509
O14 -5.561 5.170 -3.543
C30 -4.213 4.967 -1.280
C31 -4.646 5.568 0.052
C32 -6.137 5.896 -0.101
C33 -6.315 6.607 -1.448
H44 -3.135 4.972 -1.428
H45 -4.604 3.956 -1.401
H46 -4.465 4.881 0.877
H47 -4.085 6.485 0.248
H48 -6.715 4.970 -0.093
H49 -6.500 6.514 0.719
H50 -7.274 6.376 -1.905
H51 -6.201 7.685 -1.351



(2)
Density functional theory data (the ωB97M-V functional and the def2-TZVPD basis) for a 8-piece molecular cluster, C33H52BN7O overall in a non-equilibrium geometry.

Results
- LUMO energy (eV) = -4.3
- relative energy (zero: lowest compared OMol25 entry of this formula, charge and spin) (kcal per mole) = 45.26
- DFT total energy (eV) = -48195.9087
- orbital gap (eV) = 3.1
- HOMO (eV) = -7.4

Geometry (Å):
C1 32.310 9.068 33.629
C2 30.783 9.030 34.061
C3 30.327 7.583 34.344
C4 29.067 7.508 35.211
C5 29.246 8.300 36.526
C6 29.703 9.757 36.274
N1 30.696 9.866 35.246
O1 31.651 10.854 35.332
C7 30.228 10.356 37.559
C8 28.449 10.609 35.770
C9 30.080 9.775 32.844
H1 33.334 8.899 34.403
H2 32.679 10.100 33.166
H3 32.491 8.423 32.853
H4 31.004 7.153 34.888
H5 30.287 7.250 33.361
H6 28.835 6.361 35.402
H7 28.209 7.801 34.623
H8 30.075 7.782 37.147
H9 28.347 8.008 37.015
H10 30.704 11.422 37.810
H11 31.106 9.571 37.901
H12 29.631 10.348 38.285
H13 27.878 10.248 34.885
H14 28.668 11.638 35.489
H15 27.688 10.818 36.776
H16 29.096 9.767 32.940
H17 30.223 9.323 31.838
H18 30.227 10.846 32.731
B1 33.363 7.204 37.716
H19 32.778 6.566 36.835
H20 33.373 8.509 37.207
H21 32.725 7.025 38.675
H22 34.553 6.973 37.928
N2 36.872 2.514 37.361
C10 36.138 3.653 37.316
C11 34.991 3.374 36.430
C12 35.153 1.919 35.883
C13 36.382 1.453 36.744
H23 37.715 2.469 37.861
H24 36.491 4.760 37.644
H25 34.183 4.104 36.052
H26 34.345 1.245 35.258
H27 36.963 0.518 36.618
N3 28.204 5.041 39.143
C14 26.807 5.077 39.349
C15 26.735 6.472 39.982
C16 27.920 7.261 39.796
C17 28.874 6.210 39.354
H28 28.657 4.180 38.847
H29 26.202 4.074 39.151
H30 25.789 6.916 40.170
H31 28.329 8.362 40.075
H32 29.852 6.268 39.028
N4 33.253 4.003 39.740
C18 33.605 2.696 39.826
C19 32.757 2.072 41.031
C20 32.002 3.289 41.587
C21 32.384 4.466 40.848
H33 33.333 4.690 38.836
H34 34.251 2.115 39.175
H35 32.887 0.999 41.263
H36 31.297 3.157 42.415
H37 32.219 5.531 40.978
N5 34.453 9.589 39.812
C22 35.761 9.662 40.183
C23 35.835 10.860 41.180
C24 34.317 11.404 41.247
C25 33.565 10.509 40.380
H38 34.254 8.816 39.167
H39 36.731 9.088 39.762
H40 36.627 11.304 41.596
H41 33.997 12.205 41.807
H42 32.431 10.311 40.200
N6 30.540 2.931 38.738
C26 29.425 2.218 39.149
C27 28.553 2.172 37.871
C28 29.226 3.002 36.825
C29 30.460 3.527 37.508
H43 31.328 3.197 39.459
H44 29.401 1.741 40.004
H45 27.731 1.590 37.613
H46 28.845 3.286 35.692
H47 31.379 4.225 37.253
N7 36.120 8.446 35.809
C30 36.499 7.156 35.227
C31 37.768 7.324 34.523
C32 38.189 8.707 34.824
C33 37.162 9.402 35.695
H48 35.372 8.459 36.453
H49 35.874 6.213 35.243
H50 38.102 6.439 33.864
H51 39.133 9.106 34.394
H52 37.187 10.209 36.183